C17H23N3O3 | ωB97M-V/def2-TZVPD

Structure (XYZ):
```
46
Properties=species:S:1:pos:R:3:forces:R:3
C 0.010729 -1.539606 -1.211768 -0.10 0.51 0.12
H -4.824906 4.082196 5.033119 0.07 -0.11 0.05
H -5.455081 1.683865 2.206533 -0.04 0.10 0.00
H 6.322588 -4.987029 -2.831078 0.05 -0.12 -0.04
H -3.708448 1.443111 3.959014 0.00 -0.05 0.05
H 3.169047 -3.776663 -1.311140 -0.06 -0.11 -0.02
C -0.001065 -0.154060 -1.067582 0.53 -0.34 -0.39
H -4.291562 3.646174 0.981789 0.11 0.05 0.15
H -5.298116 1.721743 4.681146 0.02 -0.01 0.04
C 5.211380 -3.408046 -1.859688 -0.05 -0.17 -0.06
C 2.012471 -1.437082 -2.536342 -0.21 0.18 0.15
C -4.509699 2.172796 4.078852 -0.06 0.25 0.02
N -3.057967 4.124111 3.921127 0.20 0.18 0.41
O -2.169090 4.752812 1.971771 0.13 0.26 -0.19
C -3.032472 1.958470 1.283982 -0.02 0.32 -0.03
H -1.803712 -0.176788 0.127166 -0.05 0.18 0.05
O -3.275800 0.793912 1.518915 -0.01 -0.32 -0.09
H -2.437034 4.791540 4.358035 -0.01 -0.03 -0.19
H 7.255929 -3.520134 -2.532789 0.12 0.00 -0.06
C 1.000664 -2.179550 -1.932842 0.35 -0.27 -0.28
C 2.004959 -0.043760 -2.395516 0.11 -0.18 -0.07
H 1.012472 1.657869 -1.566001 0.04 0.12 -0.02
H 6.080043 -3.559072 -3.840532 0.04 0.00 -0.15
H 2.794461 0.516789 -2.871512 0.09 0.07 -0.05
O 3.025303 -1.937281 -3.289135 0.00 0.30 0.02
H -5.821564 3.312840 2.803335 -0.02 0.03 -0.02
C 1.019256 0.585487 -1.676006 -0.10 -0.19 0.05
H -3.468997 3.155287 5.704060 -0.06 0.05 -0.08
C 3.820913 -3.966909 -2.166317 0.01 0.45 -0.11
C -5.036747 2.560051 2.703545 0.15 -0.23 -0.02
H 0.967876 -3.254451 -2.020481 0.05 -0.08 -0.02
H 2.245942 -3.823389 -3.657744 0.08 0.09 -0.04
N -2.030737 2.422371 0.498077 -0.08 0.37 0.00
N -1.067831 1.752453 -0.180030 0.48 -0.26 -0.31
C -1.055202 0.483198 -0.306762 -0.71 0.12 0.50
C -3.896602 3.108885 1.851133 -0.16 -0.19 0.00
H 5.489234 -3.703940 -0.845681 0.00 0.09 0.02
C 6.280580 -3.899531 -2.828083 -0.11 0.13 0.18
H 3.866781 -3.449938 -4.269043 -0.13 -0.03 0.05
H -1.852062 3.426947 0.523339 -0.18 -0.35 0.08
C -3.986358 3.419287 4.777223 -0.34 -0.28 0.19
H 3.877340 -5.046612 -2.318391 -0.06 -0.07 0.02
C -2.979516 4.072176 2.583966 -0.03 0.15 -0.17
C 3.197031 -3.334200 -3.413552 0.03 -0.56 0.13
H 5.164697 -2.317753 -1.887972 0.02 0.02 0.12
H -0.769126 -2.128575 -0.750140 -0.09 -0.05 0.05
```
Positions in Å, forces in eV/Å.

Summary:
Frontier orbital gap in eV: 8.62
Structure (SMILES): CCCCOc1ccc(/C=N/NC(=O)[C@H]2CCCNC2=O)cc1
Energy relative to the best compared isomer or geometry (same formula, charge and spin) in eV: 2.243
LUMO level in eV: 0.78
E_HOMO in eV: -7.838